Computed, not measured: a 16-piece molecular cluster, C90H210N10O20 overall at a distorted geometry, with the ωB97M-V functional and the def2-TZVPD basis.

Atoms and positions in Å:
C  -1.2180  2.3996  2.3619
C  -1.4828  3.7192  1.6928
O  -2.8384  4.0547  1.8083
H  -1.3024  2.4385  3.4480
H  -0.2363  1.9643  2.1753
H  -1.9256  1.6322  2.0480
H  -1.1249  3.6736  0.6642
H  -0.9190  4.5519  2.1133
H  -2.8785  4.4311  2.6905
C  8.5157  5.1282  2.9155
C  6.9864  5.1639  2.7813
O  6.5531  5.8468  3.9174
H  8.8632  4.5800  2.0399
H  8.7767  4.6186  3.8430
H  8.9743  6.1166  2.9452
H  6.4920  4.1929  2.7525
H  6.6739  5.8185  1.9677
H  5.6123  5.7233  4.0631
C  -1.3635  4.2075  -3.7428
C  -0.9800  5.1818  -2.6248
O  0.3032  5.6740  -2.7052
H  -1.1881  4.6563  -4.7206
H  -2.3860  3.8575  -3.6008
H  -0.6337  3.4015  -3.6660
H  -1.1995  4.6886  -1.6779
H  -1.7129  5.9884  -2.6059
H  0.8054  4.9041  -2.4285
C  4.5966  -2.0540  4.8682
C  6.0887  -1.7154  4.7538
O  6.4187  -0.4930  4.1420
H  4.0879  -1.3411  5.5170
H  4.5405  -3.0151  5.3793
H  4.1672  -2.0678  3.8664
H  6.5428  -2.4327  4.0702
H  6.5598  -1.7104  5.7368
H  7.0817  -0.0395  4.6678
C  -6.5166  3.4914  -4.3623
C  -5.9089  3.8149  -3.0356
O  -5.2855  2.7389  -2.4842
H  -7.1408  4.3164  -4.7056
H  -7.2841  2.7180  -4.3308
H  -5.8421  3.2886  -5.1942
H  -6.6669  4.1586  -2.3318
H  -5.1970  4.6230  -3.2039
H  -5.1420  2.9683  -1.5631
C  -7.3902  3.8786  0.7750
C  -6.0394  3.5058  1.3231
O  -5.0680  3.3587  0.3205
H  -7.4335  4.9423  0.5410
H  -8.1051  3.8332  1.5966
H  -7.6813  3.1704  -0.0007
H  -6.0832  2.5432  1.8325
H  -5.6652  4.2540  2.0219
H  -4.2559  3.1429  0.7847
C  0.7260  -2.8348  -5.3746
C  -0.1991  -2.1185  -6.4780
C  -1.3045  -3.1803  -6.9011
C  -2.4284  -2.4858  -7.7196
C  -3.0814  -1.3796  -6.9305
C  -2.0744  -0.3328  -6.4094
N  -0.8913  -1.0015  -5.8107
O  -0.0134  -0.0851  -5.1110
C  -1.6538  0.5483  -7.6122
C  -2.8144  0.4197  -5.3114
C  0.6473  -1.7682  -7.6781
H  1.4656  -2.2278  -4.8525
H  1.3681  -3.5456  -5.8947
H  0.1573  -3.3185  -4.5805
H  -0.8956  -4.0273  -7.4522
H  -1.7058  -3.5349  -5.9517
H  -3.1946  -3.1454  -8.1269
H  -1.9506  -2.1246  -8.6303
H  -3.7184  -1.8357  -6.1727
H  -3.7819  -0.8916  -7.6081
H  -2.4548  1.2733  -7.7566
H  -0.8598  1.2547  -7.3703
H  -1.5396  0.0772  -8.5885
H  -2.2994  1.2943  -4.9140
H  -3.7537  0.7684  -5.7406
H  -3.0828  -0.2008  -4.4563
H  1.2549  -2.5782  -8.0817
H  1.2487  -0.9137  -7.3681
H  0.1377  -1.3484  -8.5454
H  -0.1920  -0.2017  -4.1750
C  -6.5764  -3.3362  0.2271
C  -7.6018  -2.3507  -0.3321
C  -7.4880  -1.1272  0.5829
C  -8.0657  0.2337  0.0339
C  -7.4092  0.5125  -1.3816
C  -7.5600  -0.7252  -2.4005
N  -7.2090  -1.9687  -1.7094
O  -7.2264  -3.0559  -2.5733
C  -9.0393  -0.7280  -2.9065
C  -6.6224  -0.4892  -3.5958
C  -9.0022  -3.0704  -0.2565
H  -5.5398  -3.0102  0.1425
H  -6.7423  -4.2944  -0.2653
H  -6.7877  -3.4210  1.2931
H  -8.0845  -1.3001  1.4787
H  -6.4568  -0.9722  0.9003
H  -7.9490  1.0175  0.7824
H  -9.1409  0.2029  -0.1424
H  -6.4002  0.8540  -1.1506
H  -7.9157  1.3964  -1.7692
H  -9.7342  -0.7976  -2.0696
H  -9.2553  0.1664  -3.4908
H  -9.2267  -1.6225  -3.5005
H  -5.7859  -1.1774  -3.7171
H  -7.0990  -0.3927  -4.5713
H  -6.0863  0.4421  -3.4131
H  -9.7804  -2.3376  -0.4697
H  -9.1246  -3.6377  0.6662
H  -9.1266  -3.8795  -0.9762
H  -6.3007  -3.2689  -2.7120
C  -0.8992  -5.5167  2.2831
C  -1.9636  -4.3933  2.5125
C  -2.5961  -4.6409  3.9115
C  -1.8569  -4.2640  5.1358
C  -1.5054  -2.7996  4.9809
C  -0.7660  -2.3881  3.6669
N  -1.3660  -3.0447  2.4851
O  -0.7148  -2.8460  1.3433
C  -0.9262  -0.8908  3.5092
C  0.7357  -2.6972  3.9170
C  -3.1404  -4.5873  1.5462
H  -0.2430  -5.5843  3.1508
H  -0.2330  -5.2958  1.4492
H  -1.3876  -6.4871  2.1950
H  -3.5907  -4.1952  3.9257
H  -2.6732  -5.7105  4.1065
H  -0.9501  -4.8612  5.2308
H  -2.4674  -4.4503  6.0193
H  -0.9438  -2.4364  5.8416
H  -2.4386  -2.2402  5.0456
H  -0.7142  -0.3752  4.4458
H  -0.4752  -0.5309  2.5844
H  -1.9554  -0.6207  3.2728
H  1.2601  -2.8497  2.9737
H  1.2775  -1.9209  4.4572
H  0.8526  -3.6573  4.4196
H  -2.6827  -4.8236  0.5856
H  -3.8134  -3.7549  1.3408
H  -3.7869  -5.4345  1.7753
H  -1.3618  -2.2974  0.8938
C  2.0872  3.1662  -4.1116
C  3.1225  3.4430  -3.0101
C  3.9366  4.6338  -3.5141
C  4.9131  5.2765  -2.4936
C  4.1769  5.6804  -1.2617
C  3.2306  4.5284  -0.6634
N  2.4410  3.9131  -1.8362
O  1.4889  3.0020  -1.5065
C  4.0118  3.5813  0.2217
C  2.2476  5.2884  0.2748
C  4.0987  2.2959  -2.9124
H  2.5472  2.9173  -5.0679
H  1.4101  3.9928  -4.3272
H  1.4961  2.2592  -3.9848
H  4.5620  4.3270  -4.3524
H  3.2996  5.3825  -3.9852
H  5.2660  6.2578  -2.8111
H  5.7950  4.6465  -2.3777
H  3.4578  6.4700  -1.4795
H  4.9816  6.0398  -0.6203
H  4.7726  3.0462  -0.3464
H  4.5949  3.9988  1.0427
H  3.2892  2.8737  0.6282
H  1.5605  5.9704  -0.2259
H  1.5910  4.6545  0.8708
H  2.7657  5.8583  1.0461
H  5.0042  2.5129  -2.3458
H  4.3765  1.9418  -3.9051
H  3.5638  1.5232  -2.3602
H  2.0515  2.2446  -1.3292
C  5.9927  -0.2103  -1.3379
C  7.1611  -0.8382  -0.5943
C  8.1908  -1.4209  -1.6050
C  9.0721  -0.2697  -2.2068
C  9.7811  0.4779  -1.0323
C  8.7400  1.1416  -0.1162
N  7.7819  0.0809  0.3282
O  6.9058  0.4609  1.3566
C  9.4991  1.6835  1.1461
C  8.2276  2.4898  -0.8408
C  6.7420  -2.0347  0.2331
H  5.1388  -0.8164  -1.6405
H  6.4218  0.3696  -2.1551
H  5.3819  0.3928  -0.6661
H  8.7909  -2.2575  -1.2472
H  7.6119  -1.8495  -2.4231
H  8.5216  0.3661  -2.9003
H  9.8463  -0.7095  -2.8355
H  10.4556  1.2990  -1.2753
H  10.3089  -0.2989  -0.4791
H  8.8953  2.3766  1.7319
H  10.0558  0.9299  1.7032
H  10.3141  2.2967  0.7617
H  9.0313  3.1647  -1.1354
H  7.7368  2.3103  -1.7973
H  7.6396  3.0808  -0.1387
H  6.4207  -2.9417  -0.2789
H  5.8003  -1.8918  0.7631
H  7.5553  -2.3073  0.9057
H  7.2134  -0.0341  2.1195
C  -5.5759  2.9114  7.1162
C  -5.1269  1.8333  6.1259
C  -3.9190  1.1106  6.8284
C  -3.6015  -0.2968  6.2064
C  -4.9631  -1.0672  6.1778
C  -6.0938  -0.3797  5.2728
N  -6.2966  0.9951  5.8378
O  -7.3254  1.6858  5.2321
C  -5.6104  -0.3777  3.7594
C  -7.4043  -1.1397  5.4547
C  -4.5390  2.5784  4.8631
H  -4.6957  3.4276  7.4994
H  -6.0236  2.4606  8.0019
H  -6.2948  3.6828  6.8401
H  -2.9813  1.6599  6.7439
H  -4.3048  0.9467  7.8346
H  -2.8165  -0.7344  6.8232
H  -3.1907  -0.1019  5.2157
H  -5.3095  -1.1736  7.2058
H  -4.7728  -2.0926  5.8610
H  -5.6920  -1.3712  3.3185
H  -6.2364  0.2914  3.1691
H  -4.5505  -0.1513  3.6437
H  -8.1633  -0.7358  4.7847
H  -7.2188  -2.1496  5.0891
H  -7.7527  -1.1906  6.4863
H  -3.8033  3.3601  5.0523
H  -5.3066  3.0545  4.2529
H  -4.0571  1.8881  4.1707
H  -7.8568  1.8845  6.0065
C  -3.3245  -7.3069  -5.2651
O  -4.3711  -7.0550  -4.3393
C  -5.3554  -6.0276  -4.6582
C  -4.8296  -4.5957  -4.4693
N  -4.6438  -4.3394  -3.0726
C  -3.9016  -3.0578  -2.7821
C  -2.4161  -3.3655  -2.8700
O  -2.0278  -3.8847  -1.5979
C  -0.9085  -4.7932  -1.6272
H  -2.8964  -6.3834  -5.6550
H  -3.8040  -7.8181  -6.0999
H  -2.5494  -7.9906  -4.9189
H  -6.0742  -6.2170  -3.8610
H  -5.8636  -6.1979  -5.6073
H  -5.5701  -3.9135  -4.8867
H  -3.8802  -4.4888  -4.9941
H  -4.1490  -5.1828  -2.8196
H  -4.1680  -2.6350  -1.8133
H  -4.1673  -2.2670  -3.4836
H  -1.8964  -2.4614  -3.1872
H  -2.1620  -3.9855  -3.7298
H  0.0009  -4.3505  -2.0336
H  -1.1493  -5.6100  -2.3076
H  -0.6913  -5.2390  -0.6566
C  2.7099  1.4573  4.5813
O  2.6597  2.8350  4.9466
C  2.8094  3.7266  3.8116
C  2.6981  5.2323  4.3125
N  3.9944  5.4854  4.9170
C  3.9462  6.6999  5.7462
C  5.1346  6.7015  6.7368
O  4.8579  5.7412  7.7411
C  5.9882  5.4895  8.5713
H  1.7322  1.1366  4.2215
H  2.9954  0.8285  5.4246
H  3.4101  1.2489  3.7723
H  1.9825  3.4452  3.1594
H  3.7611  3.5242  3.3203
H  1.7839  5.3237  4.8989
H  2.5568  5.7709  3.3754
H  4.2285  4.6345  5.4083
H  3.0770  6.6999  6.4039
H  3.8796  7.6392  5.1972
H  5.3556  7.6388  7.2475
H  5.9925  6.4214  6.1255
H  5.7320  5.2113  9.5936
H  6.6302  6.3641  8.6772
H  6.6151  4.6569  8.2522
C  -3.7265  -0.2166  0.4300
O  -2.3963  -0.2804  -0.2662
C  -2.2997  0.6758  -1.2914
C  -0.8557  0.8590  -1.6202
N  -0.2987  -0.3397  -2.2653
C  1.1291  -0.4198  -2.2226
C  1.7193  -0.9015  -0.8670
O  2.1482  0.2354  -0.1293
C  2.9669  -0.0448  1.0055
H  -3.9096  0.8344  0.6536
H  -3.8008  -0.8589  1.3076
H  -4.5328  -0.4893  -0.2509
H  -2.7297  1.6549  -1.0805
H  -2.8042  0.3417  -2.1980
H  -0.2136  1.1417  -0.7861
H  -0.8591  1.7576  -2.2372
H  -0.5967  -1.0911  -1.6598
H  1.6005  0.5466  -2.4009
H  1.5344  -1.0337  -3.0270
H  2.6476  -1.4416  -1.0532
H  1.0997  -1.5103  -0.2086
H  3.8638  -0.6306  0.8041
H  2.4316  -0.5626  1.8013
H  3.2966  0.9009  1.4356
C  3.6933  -3.8164  1.1165
O  4.3151  -4.2958  -0.0591
C  3.6143  -4.9908  -1.1078
C  4.2147  -4.5704  -2.4522
N  5.6475  -4.7214  -2.4923
C  6.0321  -6.0442  -3.0103
C  7.5889  -6.1237  -3.1841
O  8.3563  -6.5302  -1.9788
C  8.4319  -5.5761  -0.9867
H  3.0669  -2.9572  0.8768
H  4.4170  -3.5319  1.8803
H  3.1993  -4.6887  1.5446
H  2.5559  -4.7320  -1.0767
H  3.6092  -6.0702  -0.9562
H  3.9300  -3.5237  -2.5585
H  3.7512  -5.0730  -3.3011
H  6.0111  -4.5168  -1.5726
H  5.5935  -6.1142  -4.0057
H  5.6892  -6.9383  -2.4896
H  8.0448  -5.2652  -3.6772
H  7.8086  -6.8769  -3.9407
H  7.4807  -5.1957  -0.6144
H  8.9410  -4.7389  -1.4643
H  8.9722  -5.8732  -0.0878

Largest force on an atom = 4.5 eV/A
E_HOMO = -7.622 eV
Relative energy (zero: lowest compared OMol25 entry of this formula, charge and spin) = 146.0 kcal per mole
E_LUMO = 0.30 eV
HOMO-LUMO gap = 7.92 eV
Electronic energy = -5606.82463 hartree

***

Computed, not measured: C10H9Br2NOOs as an isolated structure at a distorted geometry, with the ωB97M-V functional and the def2-TZVPD basis.

Atoms and positions in Å:
Os  -0.7172  0.2307  -1.4759
C  -0.3968  0.1540  -5.4677
H  0.7159  0.3490  -5.4131
H  -0.6954  -0.8974  -5.6743
H  -0.7441  0.7605  -6.3188
H  -0.8389  0.4871  -4.5204
H  -2.3439  0.5310  -1.4394
Br  -0.3355  -4.2839  0.6490
C  -0.0124  -2.5102  1.2882
C  0.3712  -2.3183  2.6245
C  0.6172  -1.0352  3.1461
Br  1.1274  -0.9069  4.9922
C  0.4775  0.1044  2.3260
C  0.7012  1.4250  2.7806
C  0.5287  2.5232  1.9136
C  0.1227  2.3083  0.5917
N  -0.0785  1.0322  0.1969
C  0.0853  -0.0697  0.9903
C  -0.1666  -1.4110  0.4401
O  -0.5564  -1.5748  -0.8823
H  0.4780  -3.1810  3.2700
H  1.0030  1.6209  3.8003
H  0.6966  3.5305  2.2722
H  -0.0384  3.1315  -0.0908

Net charge = +2
Largest force on an atom = 5.2 eV/A
E_HOMO (alpha / beta) = -16.358 / -16.939 eV
E_LUMO (alpha / beta) = -9.26 / -11.44 eV
⟨S²⟩ = 6.042
Multiplicity = 5
HOMO-LUMO gap (alpha / beta) = 7.10 / 5.50 eV
Electronic energy = -5754.30157 hartree

***

Computed, not measured: C5H10N2S in the gas phase at a distorted geometry, with the ωB97M-V functional and the def2-TZVPD basis.

Atoms and positions in Å:
C  1.5442  -1.5769  -0.2730
C  1.3622  0.8832  -0.3281
C  1.1373  1.9508  0.4454
C  -0.6218  -0.5626  0.2117
C  -1.5500  0.6610  0.0726
H  0.9630  -2.3727  -0.6896
H  1.7906  -1.7987  0.7346
H  2.4697  -1.4239  -0.8676
H  2.1827  0.9101  -1.0768
H  0.4170  1.9311  1.2924
H  1.6296  2.8872  0.2439
H  -1.8794  -1.6310  1.1698
H  -1.5025  1.2688  0.9824
H  -1.2366  1.1886  -0.8273
H  -3.1114  -0.4371  -1.3210
N  0.7210  -0.3590  -0.2693
N  -0.9765  -1.6950  0.7100
S  -3.3389  0.1763  -0.2099

Largest force on an atom = 2.1 eV/A
E_HOMO = -8.458 eV
Relative energy (zero: lowest compared OMol25 entry of this formula, charge and spin) = 37.0 kcal per mole
E_LUMO = 0.83 eV
HOMO-LUMO gap = 9.29 eV
Electronic energy = -704.16488 hartree
SMILES = [H]/N=C(\CS)N(C)C=C

***

Computed, not measured: C33H57AuN3O5Si as an isolated structure at a distorted geometry, with the ωB97M-V functional and the def2-TZVPD basis.

Atoms and positions in Å:
O  1.1108  -1.4261  -0.3667
O  0.9383  -0.1606  -4.2836
C  2.4955  -1.7666  -0.1063
C  2.7291  -2.7752  1.0093
H  2.9761  -0.8163  0.1702
H  2.8859  -2.1298  -1.0610
H  2.1694  -2.5305  1.9241
H  3.7948  -2.7841  1.2723
H  2.4737  -3.8034  0.7189
C  0.2174  -2.5562  -0.3396
C  0.2770  -3.3507  -1.6287
H  -0.7895  -2.1519  -0.1544
H  0.4404  -3.2142  0.5202
H  0.1761  -2.6978  -2.5058
H  -0.5507  -4.0663  -1.6206
H  1.2189  -3.9073  -1.7076
C  -0.1321  0.4071  -5.0506
C  1.8760  -0.9186  -5.0477
C  -1.4431  -0.3327  -4.8338
H  0.1024  0.3999  -6.1309
H  -0.1972  1.4470  -4.6987
H  -1.3561  -1.3860  -5.1380
H  -2.2207  0.1413  -5.4454
H  -1.7513  -0.2911  -3.7793
C  1.2570  -2.0962  -5.7884
H  2.6220  -1.2461  -4.3099
H  2.3655  -0.2513  -5.7835
H  0.6539  -2.7234  -5.1216
H  2.0618  -2.7070  -6.2030
H  0.6296  -1.7606  -6.6223
H  1.4899  0.7761  -2.4625
N  -0.7739  -0.7720  3.8002
C  -1.9149  -0.2869  4.3800
C  -2.4715  0.9446  4.0759
C  -2.5228  1.6339  2.8417
C  -2.5273  -1.0876  5.4594
H  -1.7916  -1.7280  5.9625
H  -3.3561  -1.6938  5.0625
H  -2.9530  -0.4076  6.2088
C  -3.3165  2.9237  2.8541
H  -4.0140  3.0010  2.0078
H  -2.6653  3.8086  2.8374
H  -3.9068  2.9517  3.7723
N  -1.9426  1.1797  1.7588
C  -0.4466  -2.1856  3.7639
C  0.7787  -2.6810  4.2725
C  1.8394  -1.7997  4.8414
C  1.0143  -4.0592  4.2767
H  1.9551  -4.4508  4.6890
C  0.0757  -4.9332  3.7534
H  0.2759  -6.0057  3.7620
C  -1.1216  -4.4502  3.2437
H  -1.8566  -5.1668  2.8680
C  -1.3832  -3.0732  3.1798
C  -2.6019  -2.5499  2.4826
C  -2.0400  1.8102  0.5114
C  -1.3177  2.9972  0.2266
C  -0.2904  3.4982  1.1849
C  -1.5915  3.6871  -0.9603
H  -1.0920  4.6401  -1.1300
C  -2.4753  3.1649  -1.9081
H  -2.6807  3.7244  -2.8287
C  -3.0843  1.9290  -1.6742
H  -3.7622  1.4993  -2.4123
C  -2.8628  1.2337  -0.4848
C  -3.4895  -0.0942  -0.2102
Au  0.8263  0.1405  1.3565
H  2.8344  -2.2089  4.5953
H  1.7752  -1.7136  5.9354
H  1.7630  -0.8013  4.4015
H  -2.4946  -1.4820  2.2449
H  -3.5265  -2.6736  3.0726
H  -2.7652  -3.0838  1.5345
H  0.3837  4.2061  0.6860
H  0.3106  2.6631  1.5841
H  -0.7370  4.0208  2.0451
H  -3.8869  -0.1353  0.8103
H  -2.7513  -0.9040  -0.2993
H  -4.3113  -0.2973  -0.9023
H  -3.0955  1.3462  4.8645
C  1.4221  1.8550  -2.1407
Si  2.6919  2.9575  -3.0087
H  0.3959  2.1962  -2.3971
H  1.4949  1.9026  -1.0460
C  4.3383  2.0636  -3.1419
C  2.9944  4.5747  -2.1063
C  2.2722  3.4819  -4.7696
H  3.1495  3.9842  -5.2068
H  1.4417  4.1984  -4.8019
H  2.0171  2.6387  -5.4229
H  4.8117  1.9541  -2.1586
H  5.0349  2.6168  -3.7855
H  4.2205  1.0600  -3.5686
H  3.0625  4.4383  -1.0216
H  2.1975  5.3014  -2.3094
H  3.9416  5.0156  -2.4512
O  0.8544  2.2039  4.7040
N  0.2481  1.3147  5.3093
O  0.7656  0.5191  6.0997
O  0.1133  0.1227  3.4009

Net charge = +1
Largest force on an atom = 5.3 eV/A
E_HOMO (alpha / beta) = -10.750 / -10.704 eV
Relative energy (zero: lowest compared OMol25 entry of this formula, charge and spin) = 6.1 kcal per mole
E_LUMO (alpha / beta) = -3.39 / -5.40 eV
⟨S²⟩ = 2.079
Multiplicity = 3
HOMO-LUMO gap (alpha / beta) = 7.36 / 5.30 eV
Electronic energy = -2256.79619 hartree